No. 1
The following is a DFT calculation (ωB97M-V with the def2-TZVPD basis set) of 2 unconnected molecules or ions with the total composition CH4O2S.

Calculated values
**Energy**: -588.9984 Ha
**LUMO energy (alpha / beta)**: -0.729 / -2.017 eV
**HOMO (alpha / beta)**: -9.75 / -9.62 eV
**Energy relative to the best compared isomer or geometry (same formula, charge and spin)**: 445.15 kJ/mol
**Orbital gap (alpha / beta)**: 9.0208 / 7.6048 eV

Geometry as ORCA input:
```
! wB97M-V def2-TZVPD RIJCOSX def2/J DEFGRID3
* xyz 0 1
C -1.352 -0.499 0.604
O 1.336 -0.483 -1.478
O 0.857 1.883 -0.767
S 1.129 0.506 -0.475
H -1.287 -1.045 1.604
H -1.928 0.350 0.723
H -1.339 -1.075 -0.329
H 2.584 0.364 0.118
*
```

And the Mulliken charges, in e, turn out to be:
1 C -0.9257
2 O -0.4403
3 O -0.4317
4 S 0.6070
5 H 0.2738
6 H 0.3569
7 H 0.3801
8 H 0.1798

***

No. 2
The following is a DFT calculation (ωB97M-V with the def2-TZVPD basis set) of a gas-phase ion, C3H9NOP (charge +1).

Calculated values
**Energy**: -590.7320 Ha
**LUMO energy**: -3.992 eV
**HOMO**: -13.95 eV
**Energy relative to the best compared isomer or geometry (same formula, charge and spin)**: 122.05 kJ/mol
**SMILES string**: C=C[C@H]([NH3+])PO
**Orbital gap**: 9.9588 eV

Geometry as ORCA input:
```
! wB97M-V def2-TZVPD RIJCOSX def2/J DEFGRID3
* xyz 1 1
C -1.876 -1.440 0.020
C -0.805 -0.851 -0.459
C 0.091 0.277 0.190
N -0.541 1.638 0.010
P 1.803 0.301 -0.582
O 2.522 -0.927 0.236
H -2.194 -2.284 -0.641
H -2.298 -1.280 0.948
H -0.450 -0.981 -1.453
H 0.100 0.150 1.330
H -1.303 1.379 -0.630
H 0.268 2.120 -0.272
H -0.771 1.862 1.000
H 2.099 1.330 0.376
H 3.356 -1.295 -0.074
*
```

Atom charges from the Mulliken analysis, given in e for atoms 1 to 8:
1 C -0.6742
2 C -0.4055
3 C -0.2929
4 N -0.1761
5 P 0.2131
6 O -0.4756
7 H 0.2440
8 H 0.3321

***

No. 3
The following is a DFT calculation (ωB97M-V with the def2-TZVPD basis set) of 13 unconnected molecules or ions with the total composition C49H84Br2F3NO14.

Calculated values
**Energy**: -8473.1768 Ha
**LUMO energy**: 0.268 eV
**HOMO**: -9.05 eV
**Energy relative to the best compared isomer or geometry (same formula, charge and spin)**: 0.00 kJ/mol
**Orbital gap**: 9.3169 eV

Geometry as ORCA input:
```
! wB97M-V def2-TZVPD RIJCOSX def2/J DEFGRID3
* xyz 0 1
O -2.806 2.168 -1.726
C -2.340 1.104 -1.404
C -2.523 0.247 -0.173
C -1.208 -0.606 0.006
C -1.768 -2.038 -0.034
C -0.921 -3.229 0.409
C 0.192 -3.636 -0.556
F 0.349 -2.766 -1.579
Br -0.324 -5.352 -1.391
C 1.615 -3.858 0.051
F 2.344 -4.587 -0.817
F 2.270 -2.702 0.146
Br 1.627 -4.821 1.715
C -0.445 -0.063 1.200
C -0.545 1.290 1.547
C 0.161 1.790 2.598
N 0.976 1.098 3.413
C 1.058 -0.168 3.038
C 0.426 -0.785 1.991
C -0.504 -0.025 -1.249
O -1.507 0.340 -2.197
H -3.331 -0.394 -0.530
H -2.961 0.694 0.711
H -2.669 -2.062 0.568
H -2.108 -2.222 -1.052
H -1.590 -4.078 0.451
H -0.597 -3.126 1.435
H -1.157 1.975 0.988
H 0.068 2.847 2.813
H 1.712 -0.789 3.641
H 0.624 -1.820 1.798
H -0.099 0.942 -0.940
H 0.364 -0.531 -1.648
C 5.345 -4.131 -1.264
C 6.723 -3.986 -1.868
O 7.571 -4.835 -1.714
C 6.981 -2.734 -2.667
H 5.287 -5.066 -0.710
H 5.146 -3.301 -0.583
H 4.592 -4.140 -2.053
H 6.853 -1.855 -2.034
H 6.287 -2.675 -3.504
H 8.000 -2.751 -3.048
C -2.398 -8.374 3.111
C -1.271 -7.425 2.778
O -1.411 -6.541 1.967
C 0.033 -7.635 3.513
H -3.274 -8.116 2.520
H -2.104 -9.399 2.881
H -2.649 -8.301 4.171
H 0.424 -8.632 3.305
H -0.131 -7.526 4.587
H 0.766 -6.897 3.190
C -7.838 1.409 1.568
C -6.469 1.351 0.941
O -5.708 0.434 1.160
C -6.083 2.487 0.023
H -7.986 0.542 2.198
H -7.928 2.311 2.177
H -8.605 1.416 0.795
H -6.106 3.431 0.570
H -6.779 2.541 -0.816
H -5.078 2.326 -0.362
C 6.286 0.421 0.994
C 4.830 0.566 1.363
O 4.475 1.291 2.263
C 3.833 -0.233 0.561
H 6.890 1.049 1.647
H 6.599 -0.618 1.109
H 6.441 0.732 -0.041
H 4.048 -1.298 0.663
H 3.885 0.055 -0.491
H 2.832 -0.054 0.948
C -2.339 -4.773 5.469
C -2.849 -3.720 4.514
O -2.105 -3.149 3.753
C -4.326 -3.415 4.553
H -1.265 -4.892 5.335
H -2.537 -4.474 6.499
H -2.832 -5.727 5.269
H -4.608 -3.058 5.544
H -4.899 -4.314 4.316
H -4.556 -2.645 3.820
C 4.935 3.674 3.843
C 6.155 4.555 3.913
O 7.255 4.138 3.623
C 5.955 5.984 4.361
H 5.222 2.682 3.509
H 4.475 3.601 4.831
H 4.216 4.090 3.135
H 5.536 6.003 5.368
H 5.277 6.497 3.678
H 6.912 6.502 4.366
C 9.719 2.261 4.262
C 11.073 2.394 4.911
O 11.647 1.446 5.397
C 11.685 3.775 4.928
H 9.395 1.223 4.317
H 8.993 2.887 4.776
H 9.773 2.562 3.216
H 11.036 4.464 5.471
H 11.819 4.137 3.907
H 12.654 3.736 5.421
C 3.347 1.120 -3.843
C 3.661 -0.352 -3.726
O 4.767 -0.788 -3.952
C 2.534 -1.262 -3.307
H 4.241 1.658 -4.148
H 2.566 1.279 -4.588
H 3.008 1.511 -2.883
H 1.715 -1.204 -4.027
H 2.170 -0.971 -2.322
H 2.891 -2.289 -3.260
C -11.988 -0.974 0.653
C -11.038 -1.101 1.819
O -10.210 -0.252 2.055
C -11.169 -2.336 2.676
H -11.789 -0.046 0.123
H -11.853 -1.811 -0.032
H -13.019 -0.964 1.011
H -11.000 -3.229 2.073
H -12.166 -2.382 3.116
H -10.430 -2.302 3.474
C 0.260 6.076 -4.208
C 0.348 4.615 -3.845
O 1.382 3.994 -3.966
C -0.908 3.964 -3.332
H 1.229 6.422 -4.564
H -0.482 6.213 -4.996
H -0.026 6.662 -3.332
H -1.689 4.027 -4.091
H -1.243 4.460 -2.419
H -0.714 2.918 -3.114
C 0.096 3.336 -7.372
C -1.378 3.602 -7.182
O -1.768 4.442 -6.400
C -2.336 2.778 -8.005
H 0.673 3.991 -6.722
H 0.322 2.300 -7.119
H 0.377 3.525 -8.409
H -2.207 1.721 -7.774
H -2.150 2.946 -9.068
H -3.355 3.059 -7.773
C -4.952 3.991 -5.259
C -4.881 2.488 -5.134
O -4.489 1.788 -6.040
C -5.313 1.903 -3.814
H -4.611 4.297 -6.243
H -5.982 4.325 -5.117
H -4.312 4.456 -4.508
H -6.355 2.155 -3.608
H -4.671 2.302 -3.031
H -5.210 0.820 -3.843
*
```

Atom charges from the Mulliken analysis, given in e for atoms 1 to 8:
1 O -0.6389
2 C 0.6885
3 C -2.2771
4 C 4.6592
5 C -2.2537
6 C -1.1370
7 C 0.2747
8 F -0.0680

***

No. 4
The following is a DFT calculation (ωB97M-V with the def2-TZVPD basis set) of 2 unconnected molecules or ions with the total composition C4H12.

Calculated values
**Energy**: -159.5753 Ha
**LUMO energy**: 1.178 eV
**HOMO**: -11.69 eV
**Energy relative to the best compared isomer or geometry (same formula, charge and spin)**: 25.32 kJ/mol
**SMILES string**: CC.CC
**Orbital gap**: 12.8664 eV

Geometry as ORCA input:
```
! wB97M-V def2-TZVPD RIJCOSX def2/J DEFGRID3
* xyz 0 1
C 0.003 2.022 0.742
C -1.395 1.580 1.260
H -0.042 2.372 -0.285
H 0.415 2.843 1.338
H 0.689 1.183 0.840
H -1.978 1.263 0.397
H -1.953 2.448 1.619
H -1.277 0.838 2.034
C 1.219 -2.384 -1.040
C 0.213 -1.225 -0.958
H 1.621 -2.643 -0.069
H 0.710 -3.256 -1.460
H 2.044 -2.183 -1.728
H 0.590 -0.250 -1.245
H -0.164 -1.145 0.066
H -0.697 -1.463 -1.511
*
```

Atom charges from the Mulliken analysis, given in e for atoms 1 to 8:
1 C -0.7973
2 C -0.8402
3 H 0.2578
4 H 0.3278
5 H 0.2132
6 H 0.2383
7 H 0.3455
8 H 0.2594